Run w
Molecular formula: C4H12N2O
Method: DFT, wB97M-V/def2-TZVPD

Each line ends with the Mulliken charge.
Cartesian coordinates (Å):
C 0.75 -1.68 -0.40  -1.181
O 1.59 -2.05 -1.50  -0.497
C 0.57 -0.15 -0.34  0.651
C -0.35 0.25 0.81  -0.873
C -1.25 1.44 0.56  -0.675
N -2.26 1.09 -0.44  -0.521
N 1.83 0.57 -0.28  -0.688
H 1.12 -2.11 0.55  0.357
H -0.25 -2.13 -0.50  0.387
H 2.17 -1.89 -0.67  0.388
H -0.01 0.06 -1.25  0.278
H 0.29 0.43 1.68  0.453
H -0.97 -0.60 1.12  0.345
H -0.66 2.27 0.18  0.295
H -1.67 1.83 1.49  0.343
H -2.60 0.16 -0.30  0.186
H -3.04 1.73 -0.44  0.231
H 2.22 0.54 0.66  0.226
H 2.52 0.22 -0.93  0.294

Multiplicity: 1
Structure (SMILES): NCC[C@@H](N)CO
Gap between HOMO and LUMO in eV: 10.07

Run x
Molecular formula: C4H12N2O
Method: DFT, wB97M-V/def2-TZVPD

Each line ends with the Mulliken charge.
Cartesian coordinates (Å):
N -1.89 -0.02 -0.10  -0.701
C -0.48 0.26 -0.31  -0.319
C 0.24 0.85 0.90  0.422
C 1.71 1.27 0.71  -1.342
O 0.11 -0.07 2.01  -0.572
C 0.24 -1.06 -0.75  -0.496
N 0.03 -1.13 -2.21  -0.491
H -2.58 0.60 -0.51  0.253
H -2.09 -0.89 -0.60  0.247
H -0.48 1.00 -1.13  0.365
H -0.30 1.75 1.23  0.266
H 2.31 0.56 1.28  0.346
H 1.82 2.32 0.93  0.338
H 1.97 1.09 -0.34  0.310
H -0.67 -0.58 1.76  0.336
H 1.30 -0.89 -0.62  0.286
H -0.19 -1.94 -0.28  0.431
H 0.33 -0.40 -2.82  0.147
H 0.19 -2.01 -2.67  0.173

Multiplicity: 1
Structure (SMILES): C[C@H](O)[C@H](N)CN
Gap between HOMO and LUMO in eV: 10.10

Run y
Molecular formula: C4H12N2O
Method: DFT, wB97M-V/def2-TZVPD

Each line ends with the Mulliken charge.
Cartesian coordinates (Å):
N 2.69 0.33 0.05  -0.650
C 1.72 -0.22 -0.98  -0.414
C 0.83 -1.30 -0.22  -0.600
N -0.05 -0.53 0.65  -0.402
C -1.13 0.16 -0.11  -0.458
C -2.36 0.39 0.89  -0.398
O -2.90 1.66 0.42  -0.529
H 3.24 -0.42 0.42  0.211
H 3.45 0.77 -0.55  0.274
H 2.23 -0.73 -1.94  0.301
H 1.15 0.71 -1.41  0.255
H 0.29 -1.94 -0.94  0.349
H 1.62 -1.84 0.40  0.308
H 0.61 0.12 1.05  0.353
H -0.88 1.19 -0.46  0.253
H -1.65 -0.34 -0.95  0.275
H -3.16 -0.40 0.94  0.310
H -1.91 0.63 1.87  0.262
H -3.79 1.75 0.86  0.300

Multiplicity: 1
Structure (SMILES): NCCNCCO
Gap between HOMO and LUMO in eV: 9.76

From most stable to least stable, the computed energies give run x, run w, run y.

Run w
Molecular formula: C4H12N2O
Method: DFT, wB97M-V/def2-TZVPD

Each line ends with the Mulliken charge.
Cartesian coordinates (Å):
C 2.94 0.90 -0.27  -1.169
C 1.76 0.67 0.68  -0.459
C 0.35 0.87 0.07  0.326
C -0.59 1.71 0.60  -0.406
N -1.43 2.50 -0.20  -0.510
N 0.09 0.29 -1.25  -0.599
H 3.36 0.00 -0.74  0.330
H 3.77 1.40 0.30  0.348
H 2.67 1.71 -0.94  0.370
H 1.73 1.42 1.49  0.261
H 1.76 -0.35 1.16  0.266
H -0.48 2.09 1.63  0.326
H -2.43 2.55 -0.06  0.200
H -1.29 2.35 -1.19  0.261
H -0.63 -0.43 -1.34  0.209
H 0.94 -0.21 -1.50  0.247
H -4.51 -5.15 0.49  0.318
H -3.57 -6.22 0.74  0.318
O -4.44 -6.11 0.32  -0.636

Multiplicity: 1
Structure (SMILES): CC/C(N)=C/N.O
Gap between HOMO and LUMO in eV: 8.12

Run x
Molecular formula: C4H12N2O
Method: DFT, wB97M-V/def2-TZVPD

Each line ends with the Mulliken charge.
Cartesian coordinates (Å):
C 1.59 1.16 0.14  -1.007
N 0.82 -0.05 0.01  0.154
N 1.63 -1.21 0.06  -0.752
H 0.02 -0.41 1.73  0.423
H 1.16 -2.04 -0.27  0.242
H 1.94 -1.36 1.02  0.203
H 1.87 1.32 1.19  0.276
H 2.48 1.07 -0.48  0.349
H 1.08 2.08 -0.16  0.322
C -1.28 -1.33 -0.34  -1.797
C -1.26 1.17 -0.66  -1.687
C -0.69 0.00 0.12  1.554
O -0.83 0.20 1.50  -0.630
H -2.36 -1.29 -0.23  0.422
H -1.02 -1.51 -1.39  0.364
H -0.98 2.11 -0.18  0.408
H -2.35 1.10 -0.64  0.419
H -0.91 1.15 -1.69  0.356
H -0.91 -2.16 0.26  0.382

Multiplicity: 1
Structure (SMILES): CN(N)C(C)(C)O
Gap between HOMO and LUMO in eV: 8.47

From most stable to least stable, the computed energies give run w, run x.